C3H3P | ωB97M-V/def2-TZVPD

Geometry (Å):
C: -0.3357 0.2796 -0.0099
H: 2.7377 -1.8840 -0.1593
C: 0.8401 -0.4993 -0.0730
H: -0.2840 1.4024 -0.0823
C: 1.8062 -1.2560 0.0817
P: -1.9289 -0.6454 0.0110
H: -2.7124 0.6201 0.0333

Forces on atoms 1 to 2 (eV/Å):
C -3.31 -1.21 -0.45
H -2.12 1.36 0.85

Output
- Frontier orbital gap: 7.734 eV
- SMILES: [H]/P=C/C#C

***

C3H3P3 | ωB97M-V/def2-TZVPD

Geometry (Å):
P: 1.0409 1.3178 0.1818
H: -0.9359 2.5881 0.0399
H: 0.8093 -2.7727 -0.3927
C: -1.5493 0.5583 0.1428
C: 1.3434 -0.4675 0.1306
H: 2.4321 -0.6060 -0.3633
P: 0.1617 -1.7023 0.2408
P: -2.6912 -0.4985 0.0087
C: -0.6111 1.5829 0.0113

Forces on atoms 1 to 2 (eV/Å):
P 0.74 -0.21 0.07
H -0.36 1.00 -0.34

Output
- Frontier orbital gap (spin up / spin down): 6.932 / 6.932 eV
- SMILES: [H]/P=C/P=C\C#P

***

What ΔE to the lowest compared entry with this formula, charge and spin values result from the calculations? In sequence: 56.0; 193.4 kJ/mol.
What E_tot values result from the calculations? In sequence: -12444.4097; -31021.4156 eV.